Entry 1:
76
Properties=species:S:1:pos:R:3:forces:R:3 method="wB97M-V/def2-TZVPD" total_charge=+4 s2=0.796 homo_lumo_gap_ev="6.020 / 6.694" largest_force_ev_per_a=1.15 spin_multiplicity=2 energy_ha=-3281.546086 homo_ev="-20.17 / -20.17" de_lowest_ev=0.679
V 0.34367 -0.18947 0.75808 -1.1 0.2 0.0
C -3.18390 1.20318 1.89670 0.0 0.0 0.0
C -1.70730 1.20006 2.05632 -0.1 -0.1 0.1
C -1.07552 0.13585 2.75393 -0.2 -0.1 0.1
C 0.27966 0.16900 3.07176 0.4 -0.1 0.3
C 0.91412 -0.80550 4.02611 -0.2 0.0 0.1
C 1.05096 1.18028 2.46109 0.3 0.0 0.0
C 0.45715 2.26510 1.75978 0.2 -0.1 0.0
C 1.27801 3.40651 1.27266 0.0 0.0 0.0
C -0.92478 2.24055 1.56586 0.0 0.1 -0.1
H -3.61525 1.74006 2.75108 0.0 0.0 0.0
H -3.60097 0.19758 1.91990 0.0 0.0 0.0
H -3.50294 1.74320 1.00622 0.0 0.0 0.0
H -1.69214 -0.66223 3.15402 0.0 0.0 0.0
H 1.03485 -0.29806 4.98781 0.0 0.0 0.0
H 1.91005 -1.11976 3.71452 0.0 0.0 0.0
H 0.27603 -1.67121 4.20427 0.1 0.0 0.0
H 2.11990 1.19749 2.65103 0.0 0.1 0.1
H 1.04458 4.28367 1.88624 0.0 0.0 0.0
H 1.03172 3.67344 0.24455 0.0 0.0 0.0
H 2.34693 3.22205 1.36629 0.0 0.0 0.0
H -1.39933 3.06618 1.04680 0.0 0.0 0.0
C -1.26689 -3.58527 1.73414 0.1 0.0 0.0
C 0.25813 -3.63424 1.86393 -0.1 0.0 0.1
P 1.13022 -2.54779 0.71018 0.1 0.2 0.0
C 0.90362 -3.23194 -0.95886 0.0 0.0 0.0
C 1.75552 -4.47992 -1.23264 0.0 0.0 0.0
C 2.90309 -2.46102 1.13342 0.0 -0.1 0.0
C 3.46078 -3.75200 1.75447 0.0 0.0 0.0
H -1.71202 -4.26268 2.46050 0.0 0.0 0.0
H -1.60230 -3.90230 0.74651 0.0 0.0 0.0
H -1.66363 -2.58321 1.92121 0.0 -0.1 0.0
H 0.63192 -4.63808 1.63008 0.0 0.0 0.0
H 0.60030 -3.41525 2.87973 -0.1 0.0 -0.1
H 1.11079 -2.44457 -1.68771 0.0 0.0 0.0
H -0.16031 -3.47323 -1.02564 0.0 0.0 0.0
H 2.82213 -4.26855 -1.17695 0.0 0.0 0.0
H 1.54668 -4.82897 -2.24312 0.0 0.0 0.0
H 1.51973 -5.29645 -0.55113 0.0 0.0 0.0
H 3.05265 -1.63070 1.82965 0.0 0.0 0.0
H 3.41982 -2.19501 0.20748 0.0 0.0 0.0
H 3.02023 -3.95187 2.73026 0.0 0.0 0.0
H 4.53374 -3.63409 1.89917 0.0 0.0 0.0
H 3.30537 -4.62087 1.11872 0.0 0.0 0.0
C -2.69243 0.70404 -2.03454 0.0 0.1 0.1
S -1.68138 -0.72525 -1.71551 0.0 0.0 -0.3
O -1.17186 -0.37175 -0.20806 0.3 -0.4 0.2
C -2.79830 -2.03550 -1.53919 0.0 0.1 0.0
C -2.52796 -3.14453 -2.34766 0.0 0.0 0.0
C -3.42877 -4.19841 -2.35271 0.0 0.0 0.0
C -4.56524 -4.13736 -1.55345 0.1 0.1 0.0
C -4.82016 -3.02251 -0.74901 0.0 0.0 0.0
C -3.94385 -1.95561 -0.74152 -0.1 -0.2 0.0
H -3.47308 0.78091 -1.28300 -0.1 0.0 0.0
H -3.12606 0.55741 -3.02578 0.0 0.0 0.0
H -2.04701 1.58141 -2.04260 0.0 0.0 0.0
H -1.66234 -3.16170 -2.99891 0.0 0.0 0.0
H -3.25731 -5.05539 -2.98992 0.0 0.0 0.0
H -5.27111 -4.95777 -1.56420 0.0 0.0 0.0
H -5.71620 -2.98469 -0.14425 0.0 0.0 0.0
H -4.15609 -1.09046 -0.13002 0.0 0.1 0.0
C 3.45058 0.66421 -3.43224 0.1 0.0 0.0
N 3.98190 0.70934 -2.06794 -0.1 0.0 -0.1
C 5.44600 0.81029 -1.83665 0.0 0.0 0.0
C 5.55464 0.92589 -0.30341 0.0 0.0 0.0
N 4.14714 0.69876 0.12314 0.1 0.0 -0.1
C 3.34073 0.66381 -0.93343 0.0 0.0 0.1
S 1.57301 0.64065 -0.88151 0.4 0.2 -0.4
H 3.69342 1.59533 -3.94272 0.0 0.0 0.0
H 2.37300 0.53105 -3.41866 0.0 0.0 0.0
H 3.91370 -0.16096 -3.97120 0.0 0.0 0.0
H 5.83369 1.68035 -2.36343 0.0 0.0 0.0
H 5.92840 -0.08168 -2.23460 0.0 0.0 0.0
H 5.88783 1.91006 0.02014 0.0 0.0 0.0
H 6.20643 0.17113 0.12853 0.0 0.0 0.0
H 3.82812 0.89873 1.05350 0.0 0.0 0.0

***

Entry 2:
77
Properties=species:S:1:pos:R:3:forces:R:3 method="wB97M-V/def2-TZVPD" total_charge=-1 homo_lumo_gap_ev=8.638 largest_force_ev_per_a=1.53 energy_ha=-2593.463381 homo_ev=-6.82 de_lowest_ev=0.401
N -0.90632 -0.12040 0.30941 -0.3 0.1 0.0
H -1.14927 -1.07149 -0.07676 0.0 0.8 -0.2
H 0.10003 0.02294 0.15235 -0.2 -0.1 0.4
H -1.15047 -0.12165 1.31824 0.5 -0.1 -0.1
H -1.45620 0.64745 -0.09191 0.1 -0.1 -0.2
O 0.67173 1.09295 2.61098 -0.1 0.2 -0.3
C 1.81793 1.32675 2.30393 -0.8 0.0 0.9
O 2.25596 2.27736 1.53159 0.4 0.0 -0.4
B 3.74949 2.17638 1.43704 0.2 0.3 0.2
O 4.08424 1.04246 2.34730 0.1 -0.1 -0.2
C 2.99298 0.54701 2.89260 0.4 -0.1 -1.0
O 2.91169 -0.39594 3.62339 0.0 -0.2 0.4
O 4.21740 2.01493 0.05237 -0.4 -0.9 0.3
C 5.17180 2.89311 -0.22243 0.0 0.8 0.0
O 5.79728 3.01329 -1.22768 0.1 -0.3 0.2
C 5.24711 3.83804 0.99795 0.2 0.7 0.2
O 4.42772 3.38081 1.92847 -0.4 -0.2 0.1
O 5.88747 4.84724 1.08904 0.1 -0.2 -0.1
O -1.65151 0.88302 -2.33952 -0.4 -0.1 0.0
C -0.77569 1.03070 -3.15048 0.4 -0.2 0.3
O 0.13124 1.96349 -3.14661 -0.3 0.6 0.1
B 1.13329 1.74533 -4.22132 0.3 0.2 0.2
O 0.62564 0.53932 -4.91873 0.2 -0.1 0.1
C -0.44728 0.07727 -4.31130 -0.2 0.2 -0.7
O -1.09791 -0.87352 -4.64567 0.0 -0.3 0.2
O 2.42440 1.58081 -3.54552 -0.3 -1.0 0.0
C 3.30603 2.45199 -3.98157 -0.1 0.9 -0.6
O 4.46410 2.50465 -3.71918 0.0 0.0 -0.1
C 2.52192 3.39309 -4.97888 0.7 -0.9 -0.1
O 1.30103 2.87302 -5.13203 -0.2 0.1 0.3
O 2.99224 4.29986 -5.58865 -0.2 0.4 0.0
C 2.35742 -2.83961 -0.97216 -0.7 0.1 1.3
C 2.09394 -1.75109 -2.02045 1.2 -0.1 -0.3
C 2.20149 -0.42632 -1.25690 -0.6 -1.2 0.6
O 1.66190 -0.81456 0.02197 -0.5 0.4 0.5
C 2.17923 -2.08925 0.39084 0.8 0.6 -1.0
H 3.34854 -3.28505 -1.02601 0.0 0.1 -0.2
H 1.61393 -3.63832 -0.98895 0.1 -0.1 -0.3
H 1.10419 -1.83030 -2.46648 0.0 -0.1 -0.1
H 2.86767 -1.85000 -2.78331 -0.3 0.3 -0.3
H 1.51189 0.29979 -1.67789 0.4 0.4 0.2
H 3.20095 -0.03967 -1.05845 0.0 0.1 -0.6
H 1.51388 -2.57943 1.09790 -0.1 0.1 0.0
H 3.14091 -1.86932 0.86387 0.1 -0.5 0.2
N -1.54428 -2.60414 -0.76642 -0.2 -1.5 0.0
C -1.90415 -2.90366 -2.02015 0.3 1.1 -0.5
C -2.16328 -4.17026 -2.48297 -0.9 -1.0 0.5
C -2.23368 -5.21709 -1.56629 0.9 0.6 -0.5
C -1.77218 -4.95616 -0.27878 -0.6 -0.4 -0.1
C -1.44871 -3.65624 0.06840 0.0 0.3 -0.1
H -1.97792 -2.09187 -2.73914 0.2 0.2 0.2
H -2.43933 -4.36668 -3.50933 0.1 0.3 -0.1
H -2.54000 -6.17893 -1.95442 0.1 -0.2 0.5
H -1.72264 -5.74696 0.45728 0.0 0.1 0.1
H -1.11358 -3.44988 1.07842 0.0 0.1 0.0
N -1.89388 -0.84165 2.80696 -0.5 -0.4 1.0
C -1.25462 -1.03025 3.96460 0.7 0.0 0.0
C -1.80921 -1.65736 5.06873 -0.3 0.5 -0.4
C -3.09751 -2.13240 4.94060 -0.1 -0.1 0.6
C -3.80102 -1.97173 3.75250 0.6 0.0 0.2
C -3.15141 -1.29479 2.72513 0.0 0.0 -0.2
H -0.22630 -0.68748 4.01540 0.0 0.2 -0.2
H -1.28555 -1.65410 6.01336 0.1 -0.3 -0.1
H -3.53696 -2.59251 5.81883 -0.3 -0.1 -0.2
H -4.79198 -2.39343 3.67489 -0.1 0.2 -0.3
H -3.62265 -1.08490 1.77052 -0.2 -0.1 0.0
N -2.47146 2.23508 0.62200 -0.2 -0.1 0.1
C -3.42670 2.75781 -0.14135 -0.1 0.8 0.1
C -4.35405 3.68803 0.34123 0.3 -0.6 0.0
C -4.29038 4.02072 1.67785 -0.1 0.3 0.7
C -3.35937 3.41883 2.51872 0.1 -0.3 -1.1
C -2.45198 2.53990 1.92002 -0.8 0.0 0.7
H -3.41266 2.48339 -1.18870 0.0 -0.2 0.0
H -5.14331 4.08353 -0.28187 0.1 0.1 -0.2
H -4.98212 4.73865 2.10403 -0.1 0.0 -0.1
H -3.37514 3.56306 3.58840 0.2 0.2 0.0
H -1.79599 1.98628 2.58116 0.5 0.0 -0.4

***

Entry 3:
6
Properties=species:S:1:pos:R:3:forces:R:3 method="wB97M-V/def2-TZVPD" total_charge=-1 homo_lumo_gap_ev=7.519 largest_force_ev_per_a=1.89 energy_ha=-621.595524 homo_ev=-4.00 de_lowest_ev=1.465
C -1.23460 -0.84313 0.11449 -0.6 0.7 0.7
N -1.00269 -1.61334 -0.72938 0.6 -1.3 -1.3
N 0.27189 1.37130 0.47455 0.5 0.4 -0.7
O -1.44407 0.01542 0.94295 -0.2 0.0 0.8
S 1.03601 0.72873 -0.66297 0.7 0.3 1.0
H 2.37345 0.34102 -0.13964 -0.9 -0.2 -0.4

***

Entry 4:
67
Properties=species:S:1:pos:R:3:forces:R:3 method="wB97M-V/def2-TZVPD" homo_lumo_gap_ev=6.663 largest_force_ev_per_a=0.62 energy_ha=-2946.008042 homo_ev=-7.41
Sc -0.14832 -0.09573 -0.23432 0.1 0.3 0.1
O -2.24378 -3.50852 -0.63552 0.0 -0.1 0.1
C -1.89498 -2.51470 -0.04735 0.0 0.0 -0.1
O -1.62627 -1.36561 -0.63096 -0.2 0.1 0.0
C -1.76431 -2.48379 1.48094 0.0 -0.1 0.0
C -2.20648 -1.12734 2.03103 0.0 0.1 -0.1
C -2.41040 -1.16308 3.53967 0.0 0.1 0.0
C -0.95355 -1.21212 4.05896 0.0 0.0 0.0
C -0.16425 -1.22107 2.75705 0.1 0.1 -0.1
O -0.97423 -0.34845 1.90554 0.1 0.0 0.0
C -0.29210 -2.56974 2.03437 0.0 -0.1 0.0
C 0.79111 -2.69921 0.96226 0.0 0.1 -0.1
O 1.39436 -3.72196 0.76322 -0.1 -0.1 0.1
O 0.99988 -1.56878 0.31908 0.2 -0.2 -0.1
H -2.35891 -3.30521 1.87671 0.0 0.0 0.0
H -2.98560 -0.63134 1.46129 0.0 0.0 0.0
H -2.91768 -0.25856 3.87327 0.0 0.0 0.0
H -3.00840 -2.02056 3.84380 0.0 0.0 0.0
H -0.71405 -0.32630 4.64517 0.0 0.0 0.0
H -0.73809 -2.09060 4.66475 0.0 0.0 0.0
H 0.84447 -0.81816 2.79875 0.0 0.0 0.0
H -0.19883 -3.41201 2.71736 0.1 0.0 0.0
S 2.07679 1.19399 -0.73303 -0.1 -0.1 0.1
C 1.56773 2.77892 -0.24399 -0.6 0.2 0.2
N 2.27702 3.86436 -0.32488 0.2 0.0 -0.1
N 3.47518 3.73853 -0.85681 -0.1 0.2 0.1
C 4.33453 4.83385 -0.95960 0.0 0.0 0.0
C 3.94554 6.10826 -0.55201 0.1 0.0 0.0
C 4.84101 7.15830 -0.67329 0.0 0.0 0.0
C 6.11255 6.96113 -1.19441 0.0 0.0 0.0
C 6.48657 5.68888 -1.60201 0.0 0.0 0.0
C 5.60603 4.62659 -1.48861 0.0 0.0 0.0
N 0.31679 3.07722 0.31859 0.4 -0.2 -0.1
N -0.47756 2.11767 0.42399 -0.1 0.1 -0.1
C -1.74288 2.47954 0.98829 0.2 0.0 0.0
C -2.87361 1.86525 0.47265 -0.2 0.0 0.0
C -4.11821 2.17307 1.00464 0.0 0.0 0.0
C -4.22190 3.07790 2.05122 0.0 0.0 0.0
C -3.08005 3.68309 2.56246 0.0 0.0 0.0
C -1.83423 3.39038 2.03218 -0.1 0.0 0.0
H 3.78378 2.81334 -1.14182 0.0 0.0 0.0
H 2.95709 6.26103 -0.14679 0.0 0.0 0.0
H 4.53588 8.14682 -0.35442 0.0 0.0 0.0
H 6.80511 7.78747 -1.27662 0.0 0.0 0.0
H 7.47280 5.51743 -2.01352 0.0 0.0 0.0
H 5.90438 3.63530 -1.80777 0.0 0.0 0.0
H -2.79843 1.16275 -0.35136 0.1 0.0 0.0
H -5.00549 1.70606 0.59788 0.0 0.0 0.0
H -5.19060 3.31446 2.47101 0.0 0.0 0.0
H -3.15811 4.38684 3.38070 0.0 0.0 0.0
H -0.93529 3.85151 2.41640 0.0 0.0 0.0
N -0.81646 0.76195 -2.25493 0.0 -0.1 0.0
C -1.00665 1.07128 -3.34996 0.0 -0.1 0.1
N -1.24800 1.45002 -4.57818 0.0 0.1 -0.1
C -1.98131 0.55515 -5.48580 0.0 0.0 0.0
C -2.64324 1.41254 -6.54957 0.0 0.0 0.0
O -1.68942 2.22386 -7.20770 0.0 0.0 0.0
C -1.07769 3.12846 -6.30819 0.0 0.0 0.0
C -0.31277 2.38030 -5.23208 0.0 0.0 0.0
H -2.71640 -0.00302 -4.90820 0.0 0.0 0.0
H -1.28360 -0.15012 -5.94731 0.0 0.0 0.0
H -3.41886 2.04080 -6.09334 0.0 0.0 0.0
H -3.10319 0.78283 -7.30919 0.0 0.0 0.0
H -1.83825 3.77108 -5.84675 0.0 0.0 0.0
H -0.40035 3.74956 -6.89182 0.0 0.0 0.0
H 0.08700 3.05918 -4.48010 0.0 0.0 0.0
H 0.51301 1.81640 -5.67615 0.0 0.0 0.0